Computed, not measured: a single C16H16ClF3N4O3S molecule, with ωB97M-V/def2-TZVPD.

```
44
C16H16ClF3N4O3S, DFT ωB97M-V/def2-TZVPD
C 2.5609 -4.6665 3.1457
C 1.9682 -3.4370 2.4667
C 0.8014 -3.6509 1.7680
N 0.4314 -2.5291 0.9398
C -0.7187 -2.5483 0.1102
O -1.5287 -1.4402 0.5446
C -2.8894 -1.4763 0.2338
C -3.4877 -0.0714 0.1672
N -2.9706 0.8358 1.2410
C -1.8393 1.7145 0.9765
S -1.6440 2.8985 2.0465
N -1.1302 1.5484 -0.2261
C -0.6234 2.5245 -1.0577
C -1.0875 3.9000 -1.1539
C -0.4848 4.8578 -2.0192
C 0.5771 4.4786 -2.8603
Cl 1.2122 5.4428 -4.1916
C 0.9799 3.1363 -2.7538
C 2.0296 2.6312 -3.7991
F 2.5452 1.4073 -3.7184
F 3.0598 3.3774 -3.9061
F 1.4871 2.6546 -5.0181
C 0.4525 2.1705 -1.8181
C 1.1649 -1.3482 1.0292
O 0.9871 -0.4387 0.2377
N 2.4647 -1.2680 1.5623
C 2.8057 -2.1765 2.5029
O 3.7531 -2.0326 3.1728
H 1.9970 -5.0382 4.0173
H 2.9115 -5.5991 2.5012
H 3.5899 -4.4515 3.5265
H 0.2119 -4.5354 1.8561
H -1.2934 -3.4465 0.2129
H -0.5512 -2.5558 -0.9688
H -3.3610 -1.9466 1.1386
H -3.1054 -1.9450 -0.7734
H -3.1543 0.4116 -0.8205
H -4.5787 -0.0193 0.1204
H -3.5993 1.0367 2.0330
H -0.7257 0.6139 -0.1420
H -1.7883 4.2514 -0.3474
H -0.8813 5.8832 -2.0087
H 0.7305 1.1755 -1.8470
H 2.7214 -0.3294 1.8793
```

Results
**Kohn-Sham gap**: 8.1 eV
**SMILES**: Cc1cn(COCCNC(=S)Nc2ccc(Cl)c(C(F)(F)F)c2)c(=O)[nH]c1=O
**Molar mass**: 436.8 g/mol
**HOMO level**: -8.216 eV
**2S+1**: 1
**Energy above the lowest of the compared OMol25 structures with the same formula, charge and spin**: 61.3 kcal per mole
**Total charge**: 0

Löwdin charges in e:
1 C -0.08
2 C -0.14
3 C 0.06
4 N 0.02
5 C -0.15
6 O -0.14
7 C -0.22
8 C -0.17
9 N -0.03
10 C -0.83
11 S 0.69
12 N 0.04
13 C -0.25
14 C 0.00
15 C -0.07
16 C -0.57
17 Cl 0.72
18 C -0.08
19 C -0.69
20 F 0.15
21 F 0.15
22 F 0.11
23 C 0.05
24 C -0.39
25 O 0.07
26 N 0.21
27 C -0.48
28 O 0.14
29 H 0.08
30 H 0.12
31 H 0.07
32 H 0.13
33 H 0.13
34 H 0.15
35 H 0.14
36 H 0.14
37 H 0.13
38 H 0.12
39 H 0.12
40 H 0.10
41 H 0.09
42 H 0.11
43 H 0.09
44 H 0.18